(1)
C4H7N3O | ωB97M-V/def2-TZVPD

CARTESIAN COORDINATES (ANGSTROEM)
N  -0.661  -1.166  1.102
C  -0.456  -0.682  -0.219
C  -1.956  -0.321  -0.679
C  -1.012  0.787  -0.543
N  -0.167  1.599  0.416
N  1.018  0.756  0.595
C  1.075  -0.305  -0.322
O  2.234  -0.677  -0.689
H  0.162  -0.737  1.716
H  -0.578  -2.167  1.445
H  -2.169  -0.433  -1.629
H  -2.949  -0.588  -0.182
H  -0.720  1.104  -1.616
H  -0.705  1.693  1.452
H  1.849  1.348  0.109

Summary:
charge	0
calculated total energy	-10772.02234	eV
structure (SMILES)	N[C@@]12C[C@H]1NNC2=O
molecular weight	113.12	Da
relative energy (zero: lowest compared OMol25 entry of this formula, charge and spin)	745.35	kJ/mol

Per-atom Löwdin charges, elementary charge units: atom 1 (N): 0.01, atom 2 (C): -0.32, atom 3 (C): -0.02, atom 4 (C): -0.22, atom 5 (N): -0.04, atom 6 (N): -0.05, atom 7 (C): -0.36, atom 8 (O): 0.03, atom 9 (H): 0.12, atom 10 (H): 0.12, atom 11 (H): 0.03, atom 12 (H): 0.14, atom 13 (H): 0.17, atom 14 (H): 0.18, atom 15 (H): 0.20

---

(2)
C4H7N3O | ωB97M-V/def2-TZVPD

CARTESIAN COORDINATES (ANGSTROEM)
C  0.101  2.042  0.797
N  0.358  0.654  0.545
C  -0.429  -0.118  -0.081
N  -1.632  0.167  -0.669
C  0.042  -1.519  -0.258
N  1.317  -1.878  0.414
C  1.357  -1.716  -0.910
O  1.994  -1.768  -1.907
H  0.052  2.189  1.879
H  0.953  2.611  0.422
H  -0.811  2.445  0.344
H  -2.219  -0.588  -0.975
H  -2.095  1.030  -0.442
H  -0.708  -2.302  -0.254
H  1.720  -1.250  1.095

Summary:
charge	0
calculated total energy	-10777.74308	eV
structure (SMILES)	C/N=C(\N)[C@@H]1NC1=O
molecular weight	113.12	Da
relative energy (zero: lowest compared OMol25 entry of this formula, charge and spin)	193.38	kJ/mol

Per-atom Löwdin charges, elementary charge units: atom 1 (C): -0.13, atom 2 (N): 0.01, atom 3 (C): -0.41, atom 4 (N): 0.15, atom 5 (C): -0.12, atom 6 (N): 0.17, atom 7 (C): -0.46, atom 8 (O): 0.13, atom 9 (H): 0.08, atom 10 (H): 0.08, atom 11 (H): 0.06, atom 12 (H): 0.09, atom 13 (H): 0.08, atom 14 (H): 0.13, atom 15 (H): 0.12

---

(3)
C4H7N3O | ωB97M-V/def2-TZVPD

CARTESIAN COORDINATES (ANGSTROEM)
C  -2.244  0.063  0.376
N  -0.990  -0.143  -0.182
C  -0.673  -1.400  -0.197
C  0.735  -1.418  -0.294
C  1.217  -0.254  0.052
O  2.374  0.036  0.431
N  0.093  0.660  0.233
N  0.236  1.931  -0.443
H  -2.746  0.976  0.022
H  -2.375  0.194  1.477
H  -2.963  -0.703  -0.113
H  -1.600  -1.918  -0.115
H  1.415  -2.326  -0.559
H  -0.146  1.731  -1.350
H  -0.172  2.677  0.304

Summary:
charge	0
calculated total energy	-10774.91550	eV
structure (SMILES)	Cn1ccc(=O)n1N
molecular weight	113.12	Da
relative energy (zero: lowest compared OMol25 entry of this formula, charge and spin)	466.20	kJ/mol

Per-atom Löwdin charges, elementary charge units: atom 1 (C): -0.09, atom 2 (N): -0.20, atom 3 (C): -0.03, atom 4 (C): -0.02, atom 5 (C): -0.51, atom 6 (O): 0.02, atom 7 (N): -0.06, atom 8 (N): 0.08, atom 9 (H): 0.08, atom 10 (H): 0.11, atom 11 (H): 0.12, atom 12 (H): 0.12, atom 13 (H): 0.15, atom 14 (H): 0.08, atom 15 (H): 0.16